Entry w
This record from OMol25 describes an isolated molecule of C4H6OS2. The level of theory is wB97M-V/def2-TZVPD.

The calculation puts the HOMO-LUMO gap at 8.11 eV. Its SMILES is O[C@H](C=S)[C@@H]1CS1. The spin multiplicity is 1.

Atoms and positions in Å:
C: 0.493 1.067 0.331
C: 1.497 0.281 -0.332
C: -1.117 0.544 0.545
C: -1.560 -0.834 1.067
H: 0.255 2.554 -1.072
H: 0.734 1.294 1.451
H: 1.646 0.700 -1.418
H: -1.650 1.341 0.999
H: -0.852 -1.553 1.021
H: -2.421 -1.020 1.780
O: 0.596 2.410 -0.022
S: 2.041 -1.284 0.006
S: -1.939 -0.525 -0.771

Entry x
This record from OMol25 describes an isolated molecule of C4H6OS2. The level of theory is wB97M-V/def2-TZVPD.

The calculation puts the HOMO-LUMO gap at 9.02 eV. Its SMILES is S[C@H]1[C@H]2OCS[C@@H]12. The spin multiplicity is 1.

Atoms and positions in Å:
C: 1.286 0.114 0.661
C: -0.118 -0.292 1.143
C: -1.494 -0.254 -0.897
C: 0.099 0.936 0.271
H: 1.486 -0.316 -1.619
H: 2.017 0.505 1.336
H: -0.305 -0.532 2.394
H: -1.883 -0.621 -1.859
H: -2.339 0.374 -0.471
H: 0.312 2.061 0.503
O: -0.303 0.641 -1.022
S: 2.082 -0.988 -0.577
S: -0.838 -1.627 0.135

Entry y
This record from OMol25 describes an isolated molecule of C4H6OS2. The level of theory is wB97M-V/def2-TZVPD.

The calculation puts the HOMO-LUMO gap at 8.60 eV. Its SMILES is OC[C@@H]1CSC1=S. The spin multiplicity is 1.

Atoms and positions in Å:
C: 0.057 1.283 0.374
C: -0.556 -0.139 0.331
C: 0.536 -1.266 0.489
C: -0.960 -0.614 -1.058
H: 1.404 0.844 -0.843
H: -0.571 1.924 -0.236
H: 0.082 1.747 1.360
H: -1.427 -0.247 1.013
H: 0.298 -2.010 1.315
H: 1.533 -0.914 0.612
O: 1.413 1.312 -0.048
S: 0.203 -1.902 -1.190
S: -2.013 -0.018 -2.121

Short version: entry y is the most stable of them.

Entry w
This record from OMol25 describes an isolated molecule of C3H6IN. The level of theory is wB97M-V/def2-TZVPD.

The calculation puts the HOMO-LUMO gap at 9.02 eV. Its SMILES is CC(C)=NI. The spin multiplicity is 1.

Atoms and positions in Å:
C: -0.041 0.666 1.086
C: 0.634 -0.671 0.413
C: 0.249 -0.823 -1.029
N: 1.487 -1.662 0.573
I: 2.425 -2.292 2.360
H: -0.829 0.597 0.468
H: 0.752 1.324 0.925
H: -0.206 0.392 2.118
H: 0.829 -1.710 -1.527
H: 0.554 0.098 -1.569
H: -0.761 -1.069 -1.148

Entry x
This record from OMol25 describes an isolated molecule of C3H6IN. The level of theory is wB97M-V/def2-TZVPD.

The calculation puts the HOMO-LUMO gap at 8.74 eV. Its SMILES is INC1CC1. The spin multiplicity is 1.

Atoms and positions in Å:
C: -0.179 1.188 -0.502
C: 0.248 -0.197 -1.035
C: -0.517 -0.141 0.154
N: 0.238 -0.461 1.561
I: 1.553 -2.087 1.348
H: 0.633 1.865 -0.100
H: -1.031 1.746 -0.857
H: -0.047 -0.686 -1.997
H: 1.288 -0.204 -0.822
H: -1.623 -0.393 0.053
H: -0.564 -0.630 2.197

Short version: entry w is the most stable of them.